#i
{
  "formula": "C3H14NO4",
  "method": "the ωB97M-V functional and the def2-TZVPD basis",
  "charge": 1,
  "lumo_ev": -4.204,
  "symbols": ["C", "C", "C", "N", "H", "H", "H", "H", "H", "H", "H", "H", "O", "H", "H", "O", "H", "H", "O", "H", "H", "O"],
  "positions_angstrom": [[-0.780, -1.716, -0.878], [-1.381, -2.511, 0.107], [-1.276, 0.440, -0.500], [-0.404, -0.411, -0.811], [-0.589, -2.232, -1.743], [-1.465, -2.182, 1.159], [-1.775, -3.535, -0.151], [-1.160, 1.498, -0.450], [-2.325, 0.213, -0.215], [0.584, 0.038, -1.007], [2.921, -0.341, 0.197], [2.169, 1.109, 0.089], [2.783, 0.398, -0.405], [0.871, 0.599, -3.287], [-0.506, 0.051, -4.002], [-0.138, 0.607, -3.211], [0.254, 2.263, 0.908], [0.534, 1.627, 2.228], [0.479, 1.417, 1.321], [0.621, 0.282, 3.824], [-0.345, 1.366, 4.381], [-0.166, 0.683, 3.718]],
  "nbo_charge": [-0.085, -0.311, 0.163, -0.433, 0.224, 0.222, 0.248, 0.209, 0.226, 0.497, 0.484, 0.496, -0.970, 0.494, 0.503, -0.989, 0.469, 0.504, -0.970, 0.474, 0.495, -0.950]
}

#ii
{
  "formula": "C3H14NO4",
  "method": "the ωB97M-V functional and the def2-TZVPD basis",
  "charge": 1,
  "lumo_ev": -3.885,
  "symbols": ["C", "C", "C", "N", "H", "H", "H", "H", "H", "H", "H", "H", "O", "H", "H", "O", "H", "H", "O", "H", "H", "O"],
  "positions_angstrom": [[-0.271, -1.453, 0.690], [-1.265, -2.063, 1.284], [-1.605, -0.123, -0.790], [-0.554, -0.262, -0.079], [0.776, -1.744, 0.569], [-2.273, -1.788, 1.554], [-1.087, -3.079, 1.698], [-1.731, 0.827, -1.301], [-2.444, -0.795, -0.887], [0.253, 0.371, -0.188], [2.958, 0.266, -0.128], [2.038, 1.345, -0.513], [2.087, 0.376, -0.542], [-0.964, -2.040, -2.528], [-0.569, -1.020, -3.480], [-0.456, -1.199, -2.534], [0.908, 3.891, -1.032], [0.652, 3.797, 0.445], [1.265, 3.495, -0.233], [0.061, 0.173, 2.896], [1.515, 0.471, 2.807], [0.705, 0.552, 2.291]],
  "nbo_charge": [-0.028, -0.408, 0.146, -0.449, 0.255, 0.231, 0.237, 0.217, 0.223, 0.481, 0.493, 0.500, -0.969, 0.480, 0.493, -0.921, 0.478, 0.483, -0.956, 0.477, 0.485, -0.948]
}

Calculated relative energies: #i 32.6; #ii 0.0, given in kcal/mol